# 1
The following is a DFT calculation (wB97M-V/def2-TZVPD) of a single C10H19BrN2O molecule.

Each line ends with the Mulliken charge.
Positions of all 33 atoms, in Å:
H1 0.994 -1.928 -0.052  0.21
H2 1.613 -1.776 1.798  0.31
H3 -2.188 -1.712 1.839  0.47
C1 -1.175 -1.581 1.653  -1.28
C2 0.677 0.733 -0.297  -0.48
N1 -0.354 0.610 -1.067  1.13
H4 1.683 2.147 -2.670  0.40
N2 -0.834 -0.454 0.877  0.21
H5 0.493 0.154 3.062  0.45
C3 -2.705 0.454 -0.421  -2.26
C4 0.584 0.817 2.253  -1.66
H6 -2.749 1.205 0.226  0.63
C5 -1.353 -0.221 -0.437  0.55
O1 -0.537 1.034 -2.219  -0.81
H7 -0.478 -1.996 -1.606  0.21
H8 1.553 1.215 2.482  0.46
H9 3.452 1.705 -2.444  0.27
H10 -1.055 -2.573 1.251  0.46
H11 -3.393 -0.216 -0.016  0.45
C6 0.601 -0.034 0.960  1.35
Br1 1.581 3.398 -0.272  -0.14
C7 1.520 -1.211 0.774  -1.19
C8 1.963 1.606 -0.748  -0.15
H12 2.843 1.368 -0.282  0.56
H13 -0.341 1.597 2.138  0.25
H14 2.512 -0.773 0.489  0.43
H15 -0.862 -1.580 2.649  0.37
C9 2.349 1.500 -2.182  -1.48
H16 2.172 0.531 -2.435  0.44
H17 -2.116 -1.215 -2.035  0.57
C10 -1.525 -1.507 -1.237  -1.70
H18 -2.903 0.910 -1.316  0.50
H19 -2.022 -2.209 -0.714  0.47

Values from the calculation:
SMILES ... C[C@@H](Br)C1=[N+]([O-])C(C)(C)N(C)C1(C)C
HOMO ... -8.439 eV
Energy relative to the best compared isomer or geometry (same formula, charge and spin) ... 147.4 kJ/mol


# 2
The following is a DFT calculation (wB97M-V/def2-TZVPD) of 2 unconnected molecules or ions with the total composition CH3I2P.

Each line ends with the Mulliken charge.
Positions of all 7 atoms, in Å:
C1 -0.021 -0.396 1.514  -0.99
P1 0.322 -0.382 -1.794  -0.03
I1 -1.896 0.353 -2.404  0.01
H1 -0.917 -0.979 1.504  0.33
H2 0.915 -0.866 1.734  0.33
I2 1.682 1.601 -2.061  0.00
H3 -0.085 0.670 1.507  0.35

Values from the calculation:
HOMO (alpha / beta) ... -8.880 / -8.223 eV
Energy relative to the best compared isomer or geometry (same formula, charge and spin) ... 284.9 kJ/mol


# 3
The following is a DFT calculation (wB97M-V/def2-TZVPD) of a molecular structure, C16H13CeN4S3.

Each line ends with the Mulliken charge.
Positions of all 37 atoms, in Å:
C1 -0.912 -3.211 -1.985  0.28
S1 -3.097 0.254 3.283  -0.05
N1 1.716 0.623 -0.896  -0.27
C2 -0.003 -5.334 -2.406  0.03
S2 -1.968 -1.947 -2.478  -0.32
C3 -3.554 3.029 3.595  -0.44
C4 1.049 -3.834 -0.955  0.03
H1 3.788 3.141 -0.168  0.46
C5 -1.927 -0.152 2.108  0.47
C6 3.485 2.202 -0.541  -0.89
H2 -4.313 2.642 4.293  0.39
N2 -1.566 0.922 1.357  -0.25
N3 0.115 -2.916 -1.143  -0.13
H3 -1.772 -4.612 -3.169  0.27
C7 2.226 1.713 -0.322  0.05
H4 1.943 -5.731 -1.562  0.42
H5 1.825 -3.559 -0.279  0.52
C8 -2.996 1.929 2.919  0.71
C9 2.546 -0.122 -1.643  0.22
C10 -2.075 2.125 1.876  0.32
C11 3.861 0.268 -1.879  -0.92
H6 1.601 2.164 0.388  0.48
C12 -2.297 4.495 2.150  -0.61
H7 -1.097 3.674 0.606  0.23
C13 -3.187 4.294 3.226  -0.60
H8 -0.138 -6.179 -3.061  0.47
H9 2.106 -1.048 -2.125  0.43
H10 -1.976 5.481 1.885  0.46
C14 4.280 1.446 -1.358  -0.04
H11 5.252 1.819 -1.613  0.43
H12 -3.693 5.081 3.754  0.44
N4 -0.998 -4.451 -2.563  -0.02
H13 4.477 -0.274 -2.578  0.40
Ce1 -0.547 -0.471 -0.379  1.40
C15 -1.778 3.408 1.471  -0.41
S3 -1.441 -1.791 1.759  -0.14
C16 1.066 -5.078 -1.567  -0.80

Values from the calculation:
HOMO (alpha / beta) ... -17.420 / -17.418 eV
Charge ... +3


# 4
The following is a DFT calculation (wB97M-V/def2-TZVPD) of a molecular structure, C4H8FN.

Each line ends with the Mulliken charge.
Positions of all 14 atoms, in Å:
H1 -1.311 -1.890 -1.026  0.28
C1 -0.714 -0.130 0.515  0.45
H2 -2.581 -1.263 0.659  0.28
C2 0.910 1.130 -0.100  -0.58
H3 1.560 1.678 -0.797  0.29
F1 1.592 -1.166 0.110  -0.39
C3 -0.588 1.387 -0.015  -0.80
C4 0.621 -0.219 -0.186  -0.40
H4 -1.170 1.274 -1.019  0.24
H5 0.530 -0.256 -1.196  0.39
H6 -1.128 2.159 0.522  0.37
H7 1.428 1.263 0.776  0.30
N1 -1.776 -0.765 -0.270  -0.73
H8 -0.601 -0.127 1.707  0.31

Values from the calculation:
HOMO ... -9.467 eV
Energy relative to the best compared isomer or geometry (same formula, charge and spin) ... 492.3 kJ/mol


# 5
The following is a DFT calculation (wB97M-V/def2-TZVPD) of a single C4H7NO molecule.

Each line ends with the Mulliken charge.
Positions of all 13 atoms, in Å:
C1 -0.868 0.760 -1.569  -1.06
H1 1.641 -1.194 0.261  0.30
O1 -0.542 -1.490 -0.813  -0.59
H2 -1.446 0.477 -2.455  0.30
H3 -0.231 -1.471 1.555  0.26
N1 1.530 -0.392 0.881  -0.58
C2 0.345 -0.562 1.700  -0.49
H4 -1.176 1.716 -1.148  0.31
C3 -0.516 -0.294 -0.600  0.69
H5 0.370 1.395 0.619  0.35
H6 0.355 -0.109 2.682  0.26
H7 0.238 0.853 -1.634  0.29
C4 0.300 0.309 0.521  -0.05

Values from the calculation:
SMILES ... CC(=O)[C@H]1CN1
HOMO ... -9.861 eV
Energy relative to the best compared isomer or geometry (same formula, charge and spin) ... 229.5 kJ/mol


# 6
The following is a DFT calculation (wB97M-V/def2-TZVPD) of 5 unconnected molecules or ions with the total composition C2H13NO4.

Each line ends with the Mulliken charge.
Positions of all 20 atoms, in Å:
H1 -0.929 0.526 0.933  0.19
H2 1.611 -2.214 -1.022  0.38
C1 -1.758 -0.176 -1.278  -0.79
H3 -2.237 -0.026 1.930  0.27
H4 -3.471 -0.558 0.018  0.40
O1 0.184 1.016 4.017  -0.59
H5 2.190 2.399 -0.229  0.32
H6 1.966 2.947 1.164  0.33
O2 1.669 3.049 0.252  -0.65
H7 -0.722 1.286 3.854  0.30
O3 2.148 -2.013 -0.239  -0.65
O4 1.190 -1.853 -2.928  -0.65
H8 0.482 -1.879 -3.574  0.31
H9 -2.222 -0.447 -2.212  0.29
H10 1.459 -0.940 -2.804  0.32
H11 2.976 -1.703 -0.619  0.31
N1 -1.876 0.175 0.998  -0.17
C2 -2.461 -0.213 -0.097  0.52
H12 -0.744 0.158 -1.479  0.25
H13 0.545 0.468 3.316  0.30

Values from the calculation:
<S²> ... 0.764
HOMO (alpha / beta) ... -14.318 / -14.318 eV
Multiplicity ... 2
Charge ... +1
Energy relative to the best compared isomer or geometry (same formula, charge and spin) ... 35.7 kJ/mol


Number 1: DFT total energy -3151.02538 Ha, F_max 5.17 eV Å⁻¹. Number 2: DFT total energy -976.57112 Ha, F_max 0.40 eV Å⁻¹. Number 3: DFT total energy -2505.23843 Ha, F_max 2.90 eV Å⁻¹. Number 4: DFT total energy -311.63187 Ha, F_max 6.66 eV Å⁻¹. Number 5: DFT total energy -286.54424 Ha, F_max 2.03 eV Å⁻¹. Number 6: DFT total energy -439.37391 Ha, F_max 2.11 eV Å⁻¹.